{"formula": "C32H30BrIrN8O2S3", "method": "ωB97M-V with the def2-TZVPD basis set", "lumo_energy_ev": [-4.01, -5.16], "homo_energy_ev": [-10.213, -10.181], "spin_multiplicity": 2, "charge": 1, "s_squared": 0.76, "relative_energy_kj_mol": 250.7, "elements": ["Ir", "O", "C", "C", "C", "C", "C", "C", "C", "O", "N", "N", "C", "C", "Br", "C", "C", "C", "C", "C", "C", "C", "H", "H", "H", "H", "H", "H", "H", "H", "H", "H", "H", "H", "H", "H", "S", "C", "N", "C", "C", "C", "C", "C", "C", "S", "H", "H", "H", "H", "C", "N", "C", "C", "S", "N", "C", "C", "H", "H", "H", "H", "H", "H", "H", "H", "H", "H", "H", "H", "N", "C", "C", "C", "N", "C", "N"], "positions_angstrom": [[0.578919, 0.006898, -0.223514], [2.933262, -3.294103, -0.478068], [2.202823, -4.083796, 0.354081], [2.900971, -5.052575, 1.068864], [2.234719, -5.916664, 1.914348], [0.852773, -5.836700, 2.043727], [0.165348, -4.877971, 1.323586], [0.821087, -3.965470, 0.493946], [-0.000122, -2.952614, -0.291444], [0.707128, -1.898785, -0.882858], [-1.022792, -2.381536, 0.575304], [-1.399718, -1.129075, 0.332392], [-2.516333, -0.702809, 0.793956], [-2.962833, 0.666306, 0.685692], [-1.580880, 1.888116, 0.244554], [-4.189829, 1.135992, 0.908177], [-5.378655, 0.312751, 1.185104], [-6.294820, 0.760302, 2.137887], [-7.411812, 0.002327, 2.444419], [-7.646894, -1.191847, 1.775126], [-6.761342, -1.625938, 0.799131], [-5.628774, -0.881328, 0.507719], [2.315902, -2.685938, -0.916072], [3.969553, -5.126632, 0.912074], [2.789340, -6.667627, 2.461608], [0.318868, -6.516613, 2.693390], [-0.916496, -4.859392, 1.408557], [-0.502660, -3.492003, -1.107750], [-1.623314, -2.970581, 1.128660], [-3.183745, -1.385851, 1.313795], [-4.336468, 2.210524, 0.901680], [-6.116516, 1.696050, 2.654420], [-8.104486, 0.346429, 3.200727], [-8.529093, -1.775081, 2.003130], [-6.960362, -2.537341, 0.251284], [-4.962950, -1.203674, -0.283866], [0.839892, -0.208660, 2.124503], [2.428057, -0.472343, 1.565192], [2.435845, -0.459930, 0.262538], [3.705014, -0.551059, -0.311869], [4.021608, -0.534235, -1.660385], [5.356934, -0.616299, -2.001229], [6.346387, -0.719506, -1.017939], [6.023123, -0.749079, 0.326334], [4.680605, -0.665867, 0.674315], [3.968671, -0.655628, 2.285277], [3.240436, -0.464313, -2.408221], [5.642019, -0.605145, -3.044045], [7.385075, -0.772869, -1.314159], [6.789505, -0.828199, 1.085563], [1.682731, 5.603986, 1.074445], [1.198416, 4.216082, 1.088952], [1.609139, 3.491226, 2.290709], [1.017571, 3.552626, -0.076088], [1.908903, 2.075347, -0.381208], [0.242160, 4.093544, -1.007178], [-0.665018, 5.207201, -0.728402], [0.154122, 3.600115, -2.388316], [2.766694, 5.601587, 1.207306], [1.228628, 6.164484, 1.890146], [1.456373, 6.095573, 0.135489], [1.276004, 4.073111, 3.149778], [2.693354, 3.369604, 2.340091], [1.135532, 2.516668, 2.323104], [-0.863882, 5.269457, 0.338017], [-1.596140, 5.019644, -1.261209], [-0.251568, 6.150824, -1.083504], [0.956102, 2.902290, -2.594757], [0.222894, 4.450536, -3.065260], [-0.802912, 3.103628, -2.540822], [0.239870, 0.298261, -2.189469], [-0.057418, -0.051260, -3.262248], [-0.424140, -0.346824, -4.542026], [-0.038000, -1.601001, -5.092852], [0.285520, -2.628401, -5.500852], [-1.185466, 0.622971, -5.251655], [-1.812456, 1.438096, -5.771861]], "forces_ev_per_angstrom": [[-0.07, -0.11, 0.77], [0.03, -0.20, 0.10], [0.12, 0.08, -0.12], [0.03, -0.09, 0.01], [0.01, 0.01, 0.00], [0.00, 0.03, 0.00], [0.02, 0.06, 0.06], [-0.07, 0.07, 0.08], [-0.13, -0.12, -0.03], [-0.36, -0.54, -0.03], [0.28, 0.11, 0.12], [-0.27, 0.24, -0.11], [-0.12, -0.08, -0.03], [0.10, -0.05, 0.02], [-0.18, 0.29, -0.09], [-0.17, -0.04, 0.04], [0.09, 0.03, 0.02], [0.01, -0.02, 0.05], [0.00, 0.01, -0.01], [0.01, 0.00, 0.00], [0.00, 0.01, 0.00], [-0.01, 0.00, -0.04], [-0.08, 0.05, -0.07], [-0.01, 0.03, 0.04], [0.00, 0.01, -0.01], [0.00, -0.01, -0.04], [0.00, 0.00, -0.01], [0.07, 0.10, -0.16], [-0.11, -0.02, -0.03], [-0.05, -0.04, -0.06], [0.00, -0.01, -0.01], [-0.01, 0.00, -0.01], [-0.01, 0.00, -0.02], [0.01, 0.00, 0.00], [0.01, 0.00, 0.01], [-0.02, 0.01, 0.00], [-0.07, -0.02, -0.16], [0.38, -0.17, 0.50], [0.63, 0.23, -0.43], [-0.22, 0.11, 0.00], [-0.05, 0.05, -0.07], [0.04, -0.03, 0.03], [-0.02, 0.02, -0.03], [-0.04, -0.04, 0.07], [0.07, 0.05, 0.10], [0.13, -0.04, -0.19], [0.02, 0.02, 0.01], [0.00, 0.00, 0.00], [-0.01, -0.02, 0.01], [0.01, -0.02, -0.03], [-0.18, 0.05, 0.00], [0.34, -0.07, -0.13], [0.01, 0.05, -0.01], [-0.13, 0.20, -0.28], [-0.24, 0.17, 0.64], [0.02, -0.03, -0.08], [-0.05, -0.07, 0.00], [0.11, 0.05, 0.04], [0.00, -0.02, 0.03], [-0.02, 0.01, -0.02], [0.03, -0.01, 0.01], [0.02, 0.01, 0.00], [0.00, 0.00, -0.02], [0.00, -0.03, -0.01], [0.02, 0.00, 0.02], [0.01, -0.02, 0.00], [-0.02, 0.01, -0.01], [0.02, -0.01, 0.02], [-0.02, 0.02, 0.02], [-0.06, -0.02, 0.01], [0.33, -0.58, -0.58], [-0.16, 0.42, 0.18], [-0.03, -0.10, -0.24], [-0.05, 0.10, 0.04], [0.00, 0.03, 0.01], [0.01, -0.13, 0.09], [0.04, 0.04, 0.02]]}

{"formula": "C32H30Cl40I2N2O4", "method": "ωB97M-V with the def2-TZVPD basis set", "lumo_energy_ev": -1.51, "homo_energy_ev": -8.222, "elements": ["C", "C", "O", "C", "C", "O", "C", "C", "O", "C", "C", "C", "N", "C", "C", "C", "I", "C", "C", "C", "C", "C", "C", "O", "I", "C", "C", "C", "C", "N", "H", "H", "H", "H", "H", "H", "H", "H", "H", "H", "H", "H", "H", "H", "H", "H", "H", "H", "H", "H", "H", "H", "H", "H", "H", "H", "H", "H", "H", "H", "C", "Cl", "Cl", "Cl", "Cl", "C", "Cl", "Cl", "Cl", "Cl", "C", "Cl", "Cl", "Cl", "Cl", "C", "Cl", "Cl", "Cl", "Cl", "C", "Cl", "Cl", "Cl", "Cl", "C", "Cl", "Cl", "Cl", "Cl", "C", "Cl", "Cl", "Cl", "Cl", "C", "Cl", "Cl", "Cl", "Cl", "C", "Cl", "Cl", "Cl", "Cl", "C", "Cl", "Cl", "Cl", "Cl"], "positions_angstrom": [[-3.538426, 2.097074, -5.548529], [-3.321317, 2.650259, -3.996749], [-2.039379, 2.186316, -3.431384], [-2.234537, 1.259086, -2.304925], [-0.956822, 1.510073, -1.260149], [-1.103899, 0.762903, -0.001685], [-0.607159, -0.617849, -0.106977], [0.427501, -0.950836, 1.120162], [-0.209129, -1.334799, 2.389425], [-0.935284, -2.610244, 2.291363], [0.049353, -3.921187, 2.004922], [1.622064, -3.878549, 2.419688], [2.633675, -4.973248, 2.225849], [1.939636, -6.160129, 1.619737], [2.888289, -7.505671, 1.338433], [4.528125, -7.516142, 1.662451], [5.669743, -7.756729, -0.217899], [4.954177, -8.570435, 2.842282], [4.915637, -10.151913, 2.414682], [2.253064, -8.916265, 0.703389], [0.636946, -9.030634, 0.338274], [0.087264, -10.472141, -0.235049], [0.420597, -10.708768, -1.840453], [0.791722, -11.883336, -2.372962], [0.276894, -8.923548, -3.153312], [-0.260199, -7.680405, 0.588974], [-1.854168, -7.742912, 0.190895], [-2.727362, -8.265967, 1.475506], [0.367294, -6.268721, 1.219427], [-0.596735, -5.128754, 1.388573], [-4.315317, 2.814171, -6.097511], [-3.948747, 0.976802, -5.526257], [-2.526937, 2.156928, -6.149763], [-3.226674, 3.835371, -4.095315], [-4.253853, 2.463969, -3.304865], [-2.249656, 0.168521, -2.747527], [-3.203284, 1.479875, -1.657859], [0.051430, 1.327739, -1.830876], [-0.957643, 2.666607, -0.968228], [-1.509992, -1.355421, -0.213381], [0.023343, -0.730626, -1.112862], [1.021078, 0.060578, 1.339960], [1.224158, -1.705462, 0.713903], [-1.416899, -2.809295, 3.364841], [-1.826757, -2.619847, 1.533452], [2.020635, -2.863909, 2.906110], [4.827086, -6.432498, 2.064382], [4.212587, -8.427556, 3.762948], [6.065709, -8.289918, 3.175405], [5.045753, -10.366104, 1.272444], [5.779094, -10.696477, 2.986883], [3.844289, -10.590011, 2.707000], [2.911182, -9.875959, 0.493882], [-1.058368, -10.677545, 0.019042], [0.707322, -11.309738, 0.347086], [-2.029545, -8.455755, -0.744464], [-2.265893, -6.674053, -0.119744], [-3.891078, -8.167596, 1.278134], [-2.469984, -9.364497, 1.799022], [-2.498871, -7.537522, 2.383286], [0.824863, 4.124108, 1.221832], [1.768826, 5.336897, 2.123166], [1.742094, 2.598798, 1.139568], [-0.725501, 3.840699, 2.052824], [0.514013, 4.719905, -0.428276], [-3.086444, 6.712409, -5.403359], [-3.272697, 5.455513, -6.652297], [-4.684996, 7.125858, -4.733775], [-2.035991, 6.103141, -4.099580], [-2.352145, 8.165207, -6.127678], [-6.105685, 7.079608, -0.618395], [-4.812666, 6.286018, -1.552549], [-5.455484, 7.630562, 0.946322], [-6.723922, 8.479611, -1.530684], [-7.430712, 5.922315, -0.336555], [0.830009, 2.406387, 5.903569], [0.643756, 1.149490, 4.654631], [-0.768543, 2.819836, 6.573152], [1.880462, 1.797118, 7.207348], [1.564308, 3.859185, 5.179249], [3.963725, -2.108944, 5.670415], [4.515534, -0.545409, 5.018346], [5.348114, -2.979199, 6.378067], [2.733662, -1.827074, 6.928189], [3.257612, -3.084211, 4.357130], [5.333778, 4.659565, 4.309112], [5.069847, 2.928909, 4.640009], [5.084178, 4.977279, 2.573771], [4.181853, 5.628873, 5.262008], [6.999229, 5.103313, 4.760574], [6.443018, 7.426017, 8.127691], [7.386981, 8.638806, 9.029025], [7.360248, 5.900707, 8.045427], [4.892654, 7.142608, 8.958683], [6.132168, 8.021814, 6.477584], [-4.731501, 6.050871, -10.269275], [-3.372338, 6.359932, -11.378997], [-6.264122, 6.111491, -11.175945], [-4.541350, 4.440342, -9.531348], [-4.748333, 7.291694, -8.990788], [-4.673610, 9.628741, 4.790105], [-5.045282, 8.757518, 3.281080], [-6.071250, 10.630176, 5.257418], [-4.325619, 8.454116, 6.083804], [-3.252328, 10.673237, 4.538228], [-0.430421, 8.321756, -14.000405], [-0.802094, 7.450533, -15.509430], [-1.828061, 9.323191, -13.533092], [-0.082430, 7.147131, -12.706706], [0.990861, 9.366252, -14.252282]], "forces_ev_per_angstrom": [[-0.34, -0.04, 0.53], [-0.12, 1.55, -1.44], [-2.39, -0.56, 1.18], [0.83, -0.14, 0.90], [-0.67, 1.22, -0.71], [1.00, -0.80, -1.92], [0.76, -0.29, -0.69], [0.28, 1.37, -1.01], [-0.17, -1.75, -1.88], [0.02, -1.36, 1.04], [0.95, -3.00, -1.03], [-0.54, -2.14, -1.67], [-7.40, 0.62, -1.44], [0.34, -1.62, -0.44], [-2.12, -2.18, -1.34], [-1.72, 1.35, 1.73], [-0.55, 0.05, 0.97], [0.33, -0.22, -0.28], [-0.63, -0.09, 0.33], [-2.06, 3.65, 0.98], [1.28, 4.13, 1.53], [0.81, 0.01, 0.78], [1.75, -6.11, -1.84], [-2.58, 7.95, 3.86], [0.07, -1.19, 0.87], [2.18, -1.53, -0.27], [0.04, 0.08, 0.16], [-0.20, 0.76, 0.47], [0.31, -0.41, -0.01], [5.93, 1.38, 2.05], [1.55, -1.71, 1.27], [0.96, 2.50, -0.22], [-2.00, -0.19, 1.38], [-0.20, -2.65, 0.29], [1.93, -0.01, -1.33], [-0.03, 1.93, 1.13], [1.85, -0.44, -1.57], [-1.76, 0.01, 1.23], [-0.23, -2.71, -0.64], [1.69, 1.29, 0.46], [-1.24, 0.23, 2.11], [-1.50, -2.28, -0.35], [-1.61, 0.95, 1.00], [1.16, 0.61, -2.31], [1.91, 0.08, 1.21], [-1.58, -2.57, -2.04], [-0.83, -2.40, -1.10], [1.67, -0.09, -2.03], [-2.52, -0.54, -0.73], [-0.03, 0.70, 2.12], [-1.86, 0.84, -1.05], [2.50, 0.79, -0.49], [-1.30, 2.42, 0.55], [2.48, 0.69, -0.89], [-1.35, 1.77, -1.43], [0.62, 1.49, 2.04], [1.15, -2.23, 0.75], [2.46, -0.35, 0.22], [-0.44, 2.16, -0.72], [-0.40, -1.63, -1.84], [-0.15, 0.00, 0.16], [-0.33, -0.22, -0.37], [-0.11, 0.47, 0.02], [0.42, 0.04, -0.24], [0.19, 0.03, 0.38], [-0.04, 0.00, -0.07], [0.20, 0.32, 0.54], [0.42, -0.07, -0.38], [-0.14, 0.28, -0.24], [-0.17, -0.35, 0.17], [0.01, -0.13, -0.08], [-0.34, 0.16, 0.44], [-0.29, -0.59, -1.38], [0.16, -0.33, 0.21], [0.31, 0.29, -0.06], [-0.01, 0.00, -0.12], [0.03, 0.25, 0.29], [0.35, -0.10, -0.15], [-0.21, 0.17, -0.30], [-0.40, -0.59, 0.27], [0.12, -0.02, 0.18], [-0.15, -0.36, 0.11], [-0.29, 0.21, -0.15], [0.29, -0.09, -0.34], [1.30, 0.56, 1.84], [0.06, -0.01, -0.06], [0.06, 0.41, -0.05], [0.19, -0.10, 0.46], [0.37, -0.21, -0.31], [-0.43, -0.22, -0.28], [0.02, 0.01, -0.03], [-0.23, -0.29, -0.21], [-0.23, 0.40, 0.16], [0.36, 0.05, -0.22], [0.19, 0.08, 0.54], [0.01, 0.12, -0.02], [-0.33, -0.07, 0.30], [0.38, -0.04, 0.23], [-0.08, 0.27, -0.25], [-0.09, -0.19, -0.48], [0.09, 0.03, 0.13], [0.16, 0.73, 1.34], [0.35, -0.26, -0.14], [-0.08, 0.28, -0.31], [-0.35, -0.26, 0.06], [0.00, 0.04, -0.04], [0.09, 0.21, 0.38], [0.34, -0.26, -0.10], [-0.09, 0.27, -0.29], [-0.35, -0.27, 0.07]]}